{
  "formula": "C33H73F3O17",
  "method": "ωB97M-V with the def2-TZVPD basis set",
  "gap_ev": 10.39,
  "smiles": "O=C1OC[C@@H](F)O1.O=C1OC[C@@H](F)O1.O=C1OC[C@@H](F)O1.CC(C)O.CC(C)O.CC(C)O.CC(C)O.CC(C)O.CC(C)O.CC(C)O.CC(C)O",
  "charge": 0,
  "symbols": ["O", "C", "O", "C", "C", "F", "O", "H", "H", "H", "O", "C", "O", "C", "C", "F", "O", "H", "H", "H", "O", "C", "O", "C", "C", "F", "O", "H", "H", "H", "C", "C", "C", "O", "H", "H", "H", "H", "H", "H", "H", "H", "C", "C", "C", "O", "H", "H", "H", "H", "H", "H", "H", "H", "C", "C", "C", "O", "H", "H", "H", "H", "H", "H", "H", "H", "C", "C", "C", "O", "H", "H", "H", "H", "H", "H", "H", "H", "C", "C", "C", "O", "H", "H", "H", "H", "H", "H", "H", "H", "C", "C", "C", "O", "H", "H", "H", "H", "H", "H", "H", "H", "C", "C", "C", "O", "H", "H", "H", "H", "H", "H", "H", "H", "C", "C", "C", "O", "H", "H", "H", "H", "H", "H", "H", "H"],
  "positions_angstrom": [[-0.2012, 1.8256, 2.9586], [-0.4132, 1.2206, 3.9538], [0.0354, 1.4721, 5.1634], [-0.3276, 0.3895, 6.0984], [-1.4220, -0.3056, 5.3353], [-2.6815, 0.0493, 5.7904], [-1.2897, 0.1029, 4.0339], [0.5491, -0.1742, 6.3438], [-0.7204, 0.9211, 6.9711], [-1.4632, -1.3865, 5.3341], [-3.5613, 3.0753, -2.4315], [-4.4976, 3.5478, -1.8026], [-4.6148, 4.8184, -1.4098], [-5.8306, 4.9559, -0.6627], [-6.4641, 3.5465, -0.7935], [-7.7762, 3.6082, -1.2409], [-5.6311, 2.8539, -1.6502], [-5.6265, 5.1536, 0.4016], [-6.4667, 5.6766, -1.1543], [-6.5320, 2.9982, 0.1617], [-2.1785, 5.0140, 2.6568], [-1.5626, 4.8114, 1.6928], [-2.0426, 4.3591, 0.5059], [-1.0338, 4.3964, -0.5209], [0.2755, 4.5708, 0.2991], [1.0007, 5.6194, -0.2156], [-0.2362, 5.0553, 1.5218], [-1.1130, 3.4527, -1.0609], [-1.2359, 5.2861, -1.1080], [0.8843, 3.7167, 0.4565], [-0.4246, -4.5303, 0.4906], [0.0848, -4.4013, 1.8974], [-0.5970, -3.2714, 2.6265], [-0.2837, -5.6438, 2.5976], [-0.1662, -5.4437, -0.0759], [-0.1336, -3.6500, -0.1221], [-1.5324, -4.5903, 0.5562], [1.1559, -4.3473, 1.9142], [-0.3245, -2.3084, 2.1202], [-0.4079, -3.1704, 3.6895], [-1.6735, -3.3928, 2.6003], [-0.1491, -6.4112, 2.0247], [5.7753, -2.8704, -0.0859], [4.5055, -2.4215, -0.7815], [3.3531, -3.3617, -0.3767], [4.2438, -1.0260, -0.3813], [5.4634, -2.8841, 0.9552], [6.7174, -2.2998, -0.2018], [6.0512, -3.9216, -0.2891], [4.6568, -2.5167, -1.8571], [3.4652, -4.4367, -0.5656], [2.5031, -3.0388, -0.9925], [3.0363, -3.2359, 0.6812], [3.8242, -0.5964, -1.1736], [0.3256, -2.9180, -3.2723], [0.6974, -3.6932, -4.4890], [0.2009, -5.1246, -4.3848], [0.1536, -3.0461, -5.6648], [0.5921, -1.8510, -3.3413], [0.7722, -3.2603, -2.3495], [-0.7649, -2.9790, -3.1521], [1.7793, -3.7949, -4.6102], [-0.8799, -5.1160, -4.2457], [0.6855, -5.6022, -3.5149], [0.4436, -5.6986, -5.3073], [0.3746, -2.0921, -5.6760], [0.3175, 1.0570, -5.3978], [-0.9214, 1.7649, -4.9807], [-2.1929, 0.9635, -4.9779], [-0.7181, 2.3002, -3.6597], [1.1661, 1.7505, -5.3191], [0.2730, 0.7493, -6.4543], [0.4506, 0.1458, -4.8060], [-1.0131, 2.6078, -5.7071], [-3.0369, 1.5455, -4.6611], [-2.1270, 0.1348, -4.2287], [-2.4301, 0.5938, -5.9750], [-1.5398, 2.7501, -3.3948], [2.5391, -0.8506, 3.6988], [2.6468, -2.2151, 4.3833], [3.8529, -2.4360, 5.1831], [1.4637, -2.3386, 5.2032], [2.7498, -0.0420, 4.4548], [1.5308, -0.7025, 3.3403], [3.2504, -0.7173, 2.8938], [2.5752, -2.9257, 3.5182], [3.8150, -3.3393, 5.8080], [3.9522, -1.6071, 5.8857], [4.7459, -2.4938, 4.5212], [1.4996, -3.2343, 5.6081], [3.8142, 2.5805, -3.4542], [4.1062, 1.6739, -2.3094], [4.1010, 2.3130, -0.9816], [3.1261, 0.5598, -2.3466], [3.8437, 2.0653, -4.4007], [4.4634, 3.4380, -3.5068], [2.8442, 2.9748, -3.1598], [5.0501, 1.1694, -2.5253], [4.7493, 3.2135, -0.9530], [4.5052, 1.6594, -0.1847], [3.1336, 2.7377, -0.7562], [2.2173, 0.8040, -2.1137], [1.0363, 0.1140, 0.3977], [0.1509, 0.3300, -0.8179], [-1.3239, 0.4532, -0.5500], [0.6631, 1.5414, -1.4447], [0.9022, 0.8520, 1.1769], [2.1201, 0.0793, 0.1936], [0.8104, -0.8816, 0.7831], [0.2710, -0.4835, -1.6068], [-1.8838, 0.6711, -1.4899], [-1.5714, 1.3150, 0.1380], [-1.7606, -0.4621, -0.1362], [0.0960, 1.7464, -2.2032], [-3.5710, 2.1957, 2.8147], [-4.2855, 1.4075, 1.7553], [-4.0106, -0.0699, 1.8127], [-5.7086, 1.5757, 1.7811], [-3.7661, 3.2653, 2.8946], [-2.5167, 2.1564, 2.6493], [-3.8119, 1.7589, 3.7823], [-4.0035, 1.8279, 0.7655], [-4.4687, -0.3942, 2.7728], [-2.9537, -0.2842, 1.7728], [-4.5905, -0.4727, 0.9505], [-5.9736, 1.4237, 2.6929]],
  "atomic_forces_ev_per_a": [[0.038, -0.095, -0.042], [-1.396, -1.055, 0.292], [0.668, -0.414, 0.899], [-0.495, 2.035, -0.207], [-0.699, -1.020, -0.044], [0.102, 0.492, 0.187], [1.043, 1.197, -1.110], [0.333, -0.520, -0.157], [0.040, -0.393, -0.068], [0.526, -0.266, 0.234], [-1.079, 1.050, 1.508], [1.692, -0.637, -2.987], [0.250, -0.325, 0.547], [-0.269, -1.149, 0.191], [-1.288, 0.262, 1.958], [0.932, 0.074, -0.490], [-0.106, -0.258, 0.131], [0.051, 0.281, -0.599], [-0.066, 0.386, 0.118], [0.159, 0.227, -0.359], [-1.074, 0.335, 1.778], [1.678, -0.136, -3.029], [-0.553, -0.282, 0.258], [0.121, -0.507, 0.969], [-1.979, 1.952, -0.342], [0.194, -0.618, -0.134], [0.514, -0.318, 1.054], [0.191, 0.338, -0.125], [0.260, -0.072, -0.384], [0.669, -0.729, -0.034], [-1.035, 0.476, -1.085], [-0.889, -2.060, 0.544], [0.075, 1.096, -0.407], [0.144, 0.551, 0.115], [0.502, 0.327, 0.505], [-0.260, -0.479, 0.269], [0.508, 0.335, -0.156], [0.729, 0.356, 0.094], [-0.317, -0.667, 0.520], [0.753, -0.190, 0.050], [-0.315, -0.076, -0.493], [0.090, 0.403, 0.012], [0.459, -0.635, 0.697], [0.597, 0.206, 0.535], [-1.007, 0.822, -0.079], [-0.089, -1.652, -1.293], [0.531, 0.188, 0.512], [-0.871, 0.163, -0.124], [-0.382, 0.350, -0.275], [-0.228, 0.406, -0.217], [0.515, 0.296, -0.072], [-0.118, -0.146, 0.242], [0.437, 0.081, -0.499], [0.153, -0.052, 0.662], [-0.626, 1.021, 0.517], [0.493, -0.104, -0.730], [-0.006, -0.155, -0.638], [0.063, -0.037, 0.207], [-0.010, -0.271, -0.186], [0.236, -0.401, 0.137], [0.143, 0.120, 0.038], [0.195, 0.446, 0.054], [-0.074, -0.192, 0.025], [-0.239, 0.143, -0.392], [-0.157, 0.354, 0.656], [-0.022, -0.896, 0.277], [0.599, -0.555, -0.392], [-0.565, 1.276, -0.411], [0.115, -1.111, 0.336], [-0.239, 0.344, -0.105], [-0.069, -0.443, 0.249], [-0.204, 0.124, 0.286], [0.343, 0.170, 0.136], [-0.233, -0.213, 0.570], [-0.396, 0.582, 0.168], [0.094, 0.356, -0.774], [0.098, -0.278, 0.036], [0.165, -0.167, -0.052], [0.533, 0.777, 1.736], [-1.828, -0.027, -2.013], [1.657, -0.062, 0.498], [0.253, -0.859, 0.337], [-0.220, -0.598, -0.627], [-0.239, -0.067, -0.292], [0.106, -0.150, -0.245], [0.031, -0.020, 0.809], [-0.061, -0.005, -0.398], [0.269, 0.101, -0.027], [-0.448, 0.093, 0.568], [-0.131, 0.888, -0.350], [-0.703, 0.684, 0.610], [-0.287, -2.029, -0.871], [1.225, 1.213, 1.290], [1.313, -0.211, -0.275], [-0.352, -0.169, -0.238], [0.549, 0.252, 0.086], [-0.524, 0.220, -0.861], [0.063, -0.154, 0.375], [-0.006, -0.464, -0.298], [-0.659, 0.152, -0.375], [-0.553, -0.334, 0.287], [0.023, 0.899, 0.195], [0.364, -0.953, -0.219], [0.978, 0.160, -1.231], [-1.170, 1.080, 0.178], [-0.210, -0.322, 0.525], [-0.416, 0.186, 0.050], [-0.521, 0.091, -0.387], [-0.095, -0.008, 0.347], [0.086, 0.520, 1.140], [0.432, -0.202, 0.458], [0.426, -0.888, -0.436], [0.221, 0.100, 0.022], [-0.026, 0.073, -0.407], [-0.502, 0.264, 0.623], [0.057, 1.048, -1.220], [-1.184, 0.136, -0.136], [-0.066, 0.379, 0.194], [-0.532, -0.103, -0.415], [0.750, -0.360, -0.022], [0.196, -0.113, 0.309], [-0.013, -0.348, 0.346], [0.465, -0.317, -0.558], [0.192, -0.293, 0.028], [0.652, -0.300, 0.714], [-0.243, -0.008, 0.093]],
  "mulliken_charge": [-0.46, 0.47, -0.45, -0.40, 0.39, -0.37, 0.14, 0.20, 0.35, 0.09, -0.56, 0.65, -0.31, -0.33, 0.62, -0.34, -0.29, 0.26, 0.29, -0.08, -0.49, 0.47, -0.15, 0.21, 0.67, -0.36, -0.43, -0.56, 0.48, 0.14, -1.18, 0.81, -0.76, -0.63, 0.48, -0.10, 0.42, -0.15, 0.04, 0.20, 0.59, 0.33, -1.40, 0.67, -0.14, -0.37, 0.22, 0.33, 0.38, 0.36, 0.54, -0.26, -0.35, 0.13, 0.16, 0.64, -1.43, -0.58, -0.50, -0.31, 0.30, 0.18, 0.38, 0.32, 0.36, 0.30, -0.68, 0.71, -1.28, -0.37, 0.27, 0.56, -0.41, 0.15, 0.37, 0.13, 0.47, 0.09, -0.74, 0.99, -1.42, -0.46, 0.31, -0.24, 0.46, -0.28, 0.40, 0.36, 0.32, 0.30, -1.28, 0.55, -0.67, -0.77, 0.30, 0.46, 0.13, 0.36, 0.50, 0.17, -0.17, 0.28, 0.24, 2.44, -0.38, -0.22, -0.17, -0.12, -0.25, -1.49, 0.15, -0.56, 0.64, -0.06, -0.53, 1.51, -1.05, -0.57, 0.37, -0.56, 0.50, -0.66, 0.50, -0.17, 0.33, 0.38]
}

{
  "formula": "C5H9N2",
  "method": "ωB97M-V with the def2-TZVPD basis set",
  "gap_ev": 8.36,
  "smiles": "[NH3+]/C=C1\\C=CNC1",
  "charge": 1,
  "symbols": ["N", "C", "C", "C", "C", "N", "C", "H", "H", "H", "H", "H", "H", "H", "H", "H"],
  "positions_angstrom": [[-0.5091, -1.8686, -1.6652], [-0.8365, -1.3887, -0.2237], [-0.1150, -0.2051, 0.1329], [0.7583, 0.7094, -0.5123], [1.1296, 1.8156, 0.2516], [0.5847, 1.7330, 1.4065], [-0.3290, 0.5887, 1.5185], [-1.0389, -1.2840, -2.3279], [-0.8326, -2.8198, -1.7502], [0.4538, -1.8570, -1.8109], [-1.3898, -2.0209, 0.3836], [1.2450, 0.4146, -1.4481], [1.7749, 2.6524, 0.0375], [0.5382, 2.5457, 1.9512], [-1.2978, 1.1346, 1.6597], [-0.1359, -0.1499, 2.3968]],
  "atomic_forces_ev_per_a": [[-3.028, 0.573, 2.093], [3.738, 4.017, -1.344], [-2.358, 0.354, 1.823], [1.210, -1.126, -2.291], [0.279, -1.762, -2.288], [-0.559, -1.062, 1.947], [-0.599, -1.249, 0.589], [0.549, -0.241, 0.030], [-0.123, -0.463, -0.227], [2.115, 0.201, -0.612], [-0.880, -0.967, 0.740], [-0.171, 0.647, 0.201], [0.027, -0.057, -0.429], [-0.307, 0.805, 1.363], [0.252, -1.374, -0.318], [-0.146, 1.705, -1.278]],
  "nbo_charge": [-0.68, -0.26, 0.06, -0.45, 0.16, -0.50, -0.26, 0.44, 0.44, 0.43, 0.24, 0.22, 0.24, 0.42, 0.25, 0.25]
}

So what do the calculations give for HOMO energy? Going down the list: -0.364; -0.424 Eh.
So what do the calculations give for total energy? Going down the list: -2879.86871; -305.11332 Eh.